Here is a 2-piece molecular cluster, C4H11NO2 overall in a non-equilibrium geometry from the Open Molecules 2025 dataset. Energies are from wB97M-V/def2-TZVPD.

The geometry in XYZ format:
```
18
Properties=species:S:1:pos:R:3:forces:R:3
C 1.3018 0.6478 1.1416 -0.96 -1.39 0.38
C 0.0011 0.9392 1.9027 0.51 1.21 0.73
C 1.0882 0.4956 -0.3497 0.88 1.59 -0.87
N 0.2070 1.4181 -0.9448 -0.38 -0.31 0.92
C -0.8427 0.8380 -1.7733 1.01 -0.28 -1.12
O 1.7434 -0.2397 -1.0510 -0.39 -0.74 0.33
H 1.6166 -0.3285 1.5025 0.36 -0.18 -0.28
H 2.1236 1.3091 1.3818 0.00 0.45 -0.11
H 0.0966 0.6745 2.9549 0.07 -0.38 -0.02
H -0.1636 2.0165 1.9766 -0.30 0.09 -0.33
H -0.8945 0.4681 1.5125 0.07 -0.18 -0.22
H -0.1568 2.0774 -0.2728 -0.15 -0.11 0.07
H -1.4932 1.5969 -2.1841 -0.17 0.20 0.14
H -1.3923 0.0489 -1.2858 -0.52 -0.10 0.49
H -0.3518 0.3471 -2.6149 -0.04 0.11 -0.11
H -0.6490 -4.8037 -0.5158 -0.34 0.13 0.27
H -0.9679 -3.4340 -1.0212 -0.19 0.11 0.16
O -1.2664 -4.0712 -0.3592 0.55 -0.21 -0.42
```
Positions in Å, forces in eV/Å.

**Maximum force**: 0.039 hartree/bohr
**ΔE to the lowest compared entry with this formula, charge and spin**: 21.11 kcal per mole
**Structure (SMILES)**: CCC(=O)NC.O
**DFT total energy**: -9911.32665 eV
**Lowest unoccupied orbital energy**: 0.72 eV

=====

Here is C19H53BeN4O9 as an isolated structure in a non-equilibrium geometry from the Open Molecules 2025 dataset. Energies are from wB97M-V/def2-TZVPD.

The geometry in XYZ format:
```
86
Properties=species:S:1:pos:R:3:forces:R:3
Be 3.2346 2.2646 -1.3307 0.20 -0.21 0.06
O -0.9109 -1.7900 0.4397 0.21 -1.21 -0.18
C 0.0030 -0.9577 0.0103 0.20 0.04 1.89
O -0.3685 0.1839 -0.2642 0.66 1.29 -1.09
O 1.2224 -1.2202 0.1384 0.09 0.28 -0.92
H -1.6537 -1.2012 0.5918 -0.98 -0.10 0.16
C -7.2194 -1.1395 0.5512 -0.03 -0.20 -1.05
C -6.2224 -0.2367 -0.2172 -0.49 0.37 1.15
C -6.8882 0.8030 -1.1556 -0.73 0.12 -0.78
O -7.8099 1.5412 -0.4171 -1.15 0.96 1.53
C -8.4407 2.6434 -1.0951 0.03 -1.68 0.06
N -5.5276 0.5396 0.8386 0.27 -0.19 -0.55
H -7.6950 -1.8268 -0.1485 -0.38 0.13 -0.13
H -7.9778 -0.5480 1.0639 0.09 -0.04 -0.06
H -6.7262 -1.8037 1.2610 0.30 0.41 0.09
H -5.4947 -0.8731 -0.7208 -0.06 0.16 -0.31
H -7.4608 0.4508 -2.0136 0.30 -0.93 -0.31
H -6.2163 1.5609 -1.5583 1.00 -0.35 -0.15
H -9.1394 3.1205 -0.4079 0.70 0.34 0.26
H -9.1154 2.2423 -1.8514 0.17 -0.08 -0.53
H -7.6692 3.2568 -1.5605 -0.22 0.47 0.14
H -6.1540 1.3211 0.9693 -0.12 0.32 0.64
H -4.7131 0.9573 0.4119 0.36 0.17 -0.01
C 2.7624 2.7048 4.8726 -1.37 0.63 0.43
C 2.1892 4.0731 4.3836 1.39 -1.27 1.13
C 2.3820 5.1751 5.4371 -0.23 -1.18 0.51
O 1.6047 6.2993 5.1799 -0.02 0.52 -0.39
C 1.5190 7.2078 6.2579 -0.85 0.53 0.52
N 2.9843 4.4066 3.2239 -0.94 0.75 -0.78
H 2.6363 1.9348 4.1115 0.32 0.24 -0.25
H 2.1143 2.3656 5.6806 0.34 -0.07 0.38
H 3.7964 2.7834 5.2084 -0.01 -0.07 -0.03
H 1.1133 3.9279 4.2867 0.00 0.30 -0.91
H 3.4413 5.4262 5.4909 0.27 0.04 0.22
H 2.0635 4.6749 6.3517 0.06 0.32 0.64
H 2.3538 7.8747 6.4734 0.77 -0.49 -0.41
H 1.2559 6.6972 7.1843 0.07 -0.22 0.09
H 0.7145 7.9183 6.0683 -0.22 -0.29 -0.34
H 2.7899 5.3892 3.0944 0.13 0.39 -0.81
H 3.9477 4.3761 3.5256 0.31 -0.20 -0.11
C -2.4243 -6.7744 -2.8289 -0.04 -0.12 -0.99
C -1.6158 -5.7723 -3.7419 -2.50 -1.17 1.25
C -2.5496 -4.6526 -4.2366 0.24 0.46 -0.20
O -1.8033 -3.5204 -4.7492 -1.35 -0.29 -0.60
C -2.7220 -2.4600 -5.1427 1.45 0.25 0.80
N -0.6291 -5.2593 -2.8550 1.20 1.43 -0.45
H -1.7912 -7.6146 -2.5436 0.11 0.04 -0.17
H -3.3198 -7.1840 -3.2962 0.04 0.00 -0.23
H -2.7608 -6.3318 -1.8914 0.11 0.45 -0.08
H -1.2201 -6.3086 -4.6044 0.42 0.06 0.13
H -3.1386 -4.3126 -3.3848 -0.16 0.14 0.27
H -3.2544 -4.9970 -4.9934 0.03 -0.22 -0.17
H -3.3596 -2.5793 -6.0186 -0.11 -0.97 0.13
H -2.1010 -1.6060 -5.4129 0.20 -0.02 0.20
H -3.2815 -2.1917 -4.2465 -0.43 0.09 -0.17
H -0.4326 -4.3581 -3.2665 1.08 0.38 -0.04
H -1.0309 -4.9801 -1.9714 -0.29 -0.46 0.34
C 8.2752 3.8403 -4.6607 0.51 0.59 -1.25
C 7.1641 3.0004 -4.1384 -0.44 -1.42 -0.22
C 7.5786 1.5324 -3.9013 -1.31 0.29 0.43
O 6.4195 0.7968 -3.4640 0.04 0.16 0.16
C 6.5465 -0.6196 -3.4427 0.17 0.06 -0.96
N 6.6852 3.5912 -2.9105 -0.14 0.55 0.66
H 8.5880 3.5338 -5.6589 0.26 -0.23 0.04
H 9.1421 3.9217 -4.0050 0.00 -0.20 0.07
H 7.8785 4.8429 -4.8200 0.12 0.22 0.12
H 6.3144 3.0709 -4.8175 0.07 -0.43 -0.33
H 8.3032 1.5714 -3.0879 0.42 -0.34 0.00
H 7.9910 1.0768 -4.8015 0.16 0.03 -0.03
H 7.2268 -1.0214 -2.6917 0.08 0.27 0.21
H 6.8809 -0.9533 -4.4250 0.33 -0.13 -0.13
H 5.5706 -1.0943 -3.3405 -0.13 0.41 0.36
H 6.5440 4.5514 -3.1901 -0.78 0.47 0.19
H 7.5176 3.7291 -2.3553 0.21 -0.37 0.86
C 1.8447 -6.5680 3.0623 0.07 -0.05 -0.31
O 1.6320 -5.2199 3.4243 -0.11 0.34 0.59
H 1.6400 -7.2421 3.8940 -0.22 0.35 0.13
H 1.1720 -6.8061 2.2384 0.18 -0.44 -0.12
H 2.8903 -6.7275 2.7990 0.04 -0.13 -0.31
H 1.6372 -4.6831 2.6285 0.05 -0.07 0.00
C -2.8651 -1.8683 5.5524 -0.09 0.39 -0.16
O -3.9182 -0.9247 5.6095 -0.59 0.08 0.04
H -3.0003 -2.6302 6.3201 0.01 0.12 0.01
H -2.8807 -2.3465 4.5730 0.40 -0.22 0.04
H -1.9485 -1.3031 5.7214 0.42 -0.48 -0.07
H -4.1202 -0.6716 4.7057 -0.15 0.13 0.10
```
Positions in Å, forces in eV/Å.

**Maximum force**: 0.059 hartree/bohr
**ΔE to the lowest compared entry with this formula, charge and spin**: 259.53 kcal per mole
**DFT total energy**: -45332.35771 eV
**Charge**: +1
**Lowest unoccupied orbital energy**: -9.28 eV

=====

Here is the molecule C18H27NO5 from the Open Molecules 2025 dataset. Energies are from wB97M-V/def2-TZVPD.

The geometry in XYZ format:
```
51
Properties=species:S:1:pos:R:3:forces:R:3
C 4.5343 3.7833 -0.7646 -0.34 -0.30 0.10
C 3.2079 3.1506 -0.3720 0.05 0.39 -0.04
O 3.3858 1.7472 -0.3963 -0.09 -0.37 -0.01
C 2.3524 0.9433 -0.0009 0.02 -0.15 0.01
C 1.0913 1.4274 0.3198 -0.15 0.06 0.03
C 0.0576 0.5702 0.6687 0.58 0.00 -0.12
C 0.2834 -0.8013 0.7215 -0.06 0.02 0.03
C 1.5397 -1.3050 0.4271 0.32 0.08 -0.10
C 2.5917 -0.4390 0.0588 -0.02 -0.15 0.06
O 3.7611 -1.0637 -0.2413 -0.36 0.08 -0.13
C 5.0003 -0.4026 -0.0469 0.68 0.10 0.04
C 6.0782 -1.4759 -0.0016 -0.44 0.20 0.01
H 6.0767 -2.0382 -0.9310 0.06 -0.07 -0.10
H 7.0529 -1.0166 0.1382 0.12 0.04 0.00
H 5.8837 -2.1638 0.8167 0.04 -0.08 0.09
H 5.1928 0.2962 -0.8688 -0.05 -0.10 0.20
H 4.9845 0.1611 0.8932 -0.05 -0.02 -0.12
O 1.8932 -2.6198 0.4886 0.15 0.36 -0.06
C 0.8996 -3.6059 0.6646 -0.36 -0.29 -0.06
C 0.0559 -3.8281 -0.5881 0.28 0.18 0.26
H -0.6519 -4.6347 -0.4168 -0.10 -0.08 0.00
H 0.7022 -4.0939 -1.4205 0.03 -0.04 -0.09
H -0.4913 -2.9274 -0.8553 -0.09 0.03 -0.06
H 1.4647 -4.5139 0.8935 -0.12 0.12 0.05
H 0.2632 -3.3733 1.5286 0.11 -0.03 -0.04
H -0.5042 -1.4628 1.0422 -0.05 -0.12 0.02
C -1.2560 1.1930 0.9852 -0.17 -0.13 0.13
O -1.3587 2.3547 1.3391 0.08 0.22 -0.04
N -2.3329 0.3715 0.8803 -0.15 -0.27 -0.12
H -2.2489 -0.5007 0.3825 0.15 0.06 0.01
C -3.6803 0.8681 0.9988 -0.21 0.10 -0.31
H -4.2311 0.2504 1.7159 -0.08 0.10 -0.02
H -3.6172 1.8946 1.3661 -0.07 -0.12 -0.02
C -4.3885 0.8276 -0.3653 0.17 0.46 0.41
C -5.8630 1.2393 -0.2715 0.15 -0.17 -0.09
H -6.1728 1.7422 -1.1878 -0.01 0.05 0.02
C -6.5739 -0.1065 -0.1415 0.19 -0.09 -0.09
H -6.5611 -0.4472 0.8941 -0.04 -0.03 0.02
C -5.6863 -0.9983 -1.0060 -0.38 -0.18 -0.12
H -5.9814 -0.9291 -2.0629 0.00 -0.05 0.10
O -4.3649 -0.5122 -0.8559 0.24 -0.01 0.09
H -5.6985 -2.0487 -0.7063 -0.04 0.07 -0.06
H -7.6024 -0.0820 -0.4931 -0.06 -0.02 0.03
H -6.0437 1.9009 0.5721 -0.02 0.09 0.01
H -3.8260 1.4569 -1.0668 -0.07 -0.06 0.09
H 0.8710 2.4817 0.2963 0.02 0.10 0.00
H 2.4233 3.4445 -1.0822 0.03 -0.05 0.13
H 2.9127 3.4773 0.6339 -0.04 -0.06 -0.12
H 4.4407 4.8654 -0.7631 0.02 0.12 -0.01
H 4.8245 3.4519 -1.7580 0.05 0.01 -0.11
H 5.3096 3.4909 -0.0615 0.09 0.02 0.06
```
Positions in Å, forces in eV/Å.

**Maximum force**: 0.013 hartree/bohr
**ΔE to the lowest compared entry with this formula, charge and spin**: 25.67 kcal per mole
**Structure (SMILES)**: CCOc1cc(C(=O)NC[C@@H]2CCCO2)cc(OCC)c1OCC
**DFT total energy**: -30831.22411 eV
**Lowest unoccupied orbital energy**: 0.81 eV

=====

Here is an isolated ion of composition C4H9N4 and charge +1 in a non-equilibrium geometry from the Open Molecules 2025 dataset. Energies are from wB97M-V/def2-TZVPD.

The geometry in XYZ format:
```
17
Properties=species:S:1:pos:R:3:forces:R:3
C 0.9871 0.5161 1.0732 -1.37 0.46 -1.15
C 1.1110 -0.9599 0.5801 -1.84 -0.32 0.91
C -0.2201 1.0293 0.2149 0.13 4.04 0.84
C -0.0854 -1.0469 -0.4891 1.77 -0.10 -0.30
N -2.4681 0.0642 -0.1513 -0.12 -2.67 -1.25
N -1.4333 0.4638 0.6718 1.64 0.29 1.22
N -1.2895 -0.8954 0.3391 -2.43 -1.59 -0.23
N 0.0800 0.3359 -1.0862 0.38 0.09 1.03
H 0.6677 0.7056 2.1269 1.07 -0.21 -0.76
H 1.8477 1.0719 0.6130 -0.52 -0.14 1.51
H 2.0851 -1.0604 0.1645 0.59 -0.56 -0.73
H 0.9870 -1.7310 1.3772 -0.08 0.68 -0.70
H -0.3804 2.1934 0.3095 0.79 -2.17 -1.16
H 0.0528 -1.8521 -1.2905 -0.92 1.01 1.41
H -2.5163 0.0740 -1.2091 1.17 0.74 1.04
H -0.4336 0.5524 -1.8861 -1.83 0.41 -1.45
H 1.0082 0.5392 -1.3579 1.57 0.04 -0.21
```
Positions in Å, forces in eV/Å.

**Maximum force**: 0.080 hartree/bohr
**ΔE to the lowest compared entry with this formula, charge and spin**: 137.20 kcal per mole
**Structure (SMILES)**: C1C[C@H]2[NH2+][C@@H]1n1[nH]n12
**DFT total energy**: -10242.04868 eV
**Charge**: +1
**Lowest unoccupied orbital energy**: -3.74 eV

=====

Here is CH2N2O3S as an isolated structure in a non-equilibrium geometry from the Open Molecules 2025 dataset. Energies are from wB97M-V/def2-TZVPD.

The geometry in XYZ format:
```
9
Properties=species:S:1:pos:R:3:forces:R:3
C -1.2253 -0.1110 0.0796 0.45 -3.57 -1.89
N -0.8811 1.3023 0.0261 0.52 1.81 0.10
N 0.1918 1.7532 0.0048 0.11 -1.77 0.05
O 1.7582 -0.5554 -1.3569 -0.82 0.12 0.83
O 2.3716 -0.5634 1.0284 -0.84 0.08 -0.18
O -0.1212 -0.9303 0.4734 -0.13 1.40 -0.58
S 1.4145 -0.2172 0.0106 -0.05 0.71 -0.25
H -2.0449 -0.2930 0.8302 0.76 0.43 -1.15
H -1.4637 -0.3853 -1.0961 0.01 0.79 3.06
```
Positions in Å, forces in eV/Å.

**Maximum force**: 0.079 hartree/bohr
**ΔE to the lowest compared entry with this formula, charge and spin**: 59.84 kcal per mole
**DFT total energy**: -21023.82878 eV
**Lowest unoccupied orbital energy (alpha / beta)**: -1.18 / -1.18 eV

=====

Here is an isolated ion of composition C20H29N4S and charge +1 in a non-equilibrium geometry from the Open Molecules 2025 dataset. Energies are from wB97M-V/def2-TZVPD.

The geometry in XYZ format:
```
54
Properties=species:S:1:pos:R:3:forces:R:3
C 1.1536 -2.7193 1.0173 0.06 0.09 -0.30
C 1.3770 -1.4521 1.8288 1.43 -0.60 0.10
C 1.1092 -1.7311 3.3002 -0.12 0.17 0.36
N 2.7920 -1.0049 1.7139 -1.58 0.90 -0.03
C 2.8241 0.2627 1.4926 -0.64 -1.80 -0.07
S 4.3328 1.1246 1.4915 0.50 -0.83 0.42
C 5.2777 -0.3373 2.2565 0.44 0.68 -0.13
C 6.7424 -0.1021 2.1912 1.23 0.43 -0.16
N 7.8908 0.0906 2.1333 -2.27 -0.40 0.12
C 1.4393 0.9122 1.2767 0.84 0.58 -0.18
C 1.1695 1.8192 2.4684 -0.13 0.20 0.50
C 1.3991 1.6708 -0.0473 -0.06 0.06 -0.22
N 0.5764 -0.2968 1.3001 -2.36 -0.51 -0.94
C -0.6699 -0.4636 0.8762 1.76 0.61 1.26
C -1.6252 0.5843 0.3892 0.94 0.80 -0.67
C -2.2358 1.3208 1.5877 -0.35 -0.18 0.75
H 1.9120 -3.4595 1.3020 -0.27 0.24 0.01
H 0.1588 -3.1301 1.2279 0.27 -0.07 -0.17
H 1.2710 -2.5134 -0.0547 -0.12 -0.12 0.21
H 1.8224 -2.4938 3.6428 -0.25 0.22 -0.17
H 1.2574 -0.8370 3.9191 -0.09 -0.24 -0.15
H 0.0932 -2.1137 3.4415 0.10 0.07 0.05
H 4.9470 -0.3996 3.3092 0.19 -0.09 -0.59
H 4.9958 -1.2461 1.7029 0.23 0.50 0.29
H 1.9010 2.6328 2.4686 -0.10 -0.11 -0.06
H 0.1704 2.2593 2.4460 0.32 -0.03 -0.11
H 1.2893 1.2726 3.4102 -0.05 0.14 -0.15
H 2.3671 2.1645 -0.2065 -0.32 0.00 0.08
H 1.2460 0.9837 -0.8867 0.11 0.15 0.16
H 0.6081 2.4304 -0.0463 0.27 -0.14 -0.06
H -1.0839 -1.4538 1.0832 0.21 0.09 -0.30
H -1.1312 1.2695 -0.3025 0.36 0.15 0.46
H -2.8704 2.1397 1.2567 0.01 -0.05 -0.18
H -2.8747 0.6063 2.1232 0.00 0.21 -0.02
H -1.5565 1.7279 2.3261 0.22 -0.10 -0.15
C -3.9743 -1.3833 -1.8307 0.27 0.21 0.26
N -2.7258 -0.6073 -1.6878 0.21 -0.38 0.78
C -2.2524 0.0161 -2.8716 0.26 0.25 -1.01
C -0.9554 0.5824 -3.0039 -0.52 -0.19 -0.16
C -0.5197 1.1024 -4.2360 -0.40 0.13 0.30
C -1.3452 1.0935 -5.3660 0.01 -0.38 0.18
C -2.5970 0.4777 -5.2697 0.35 0.30 0.43
C -3.0393 -0.0382 -4.0498 0.07 0.15 0.21
C -2.8146 0.1001 -0.3795 -1.83 -0.90 -1.31
H -3.9688 -2.0083 -2.7156 0.17 -0.01 -0.05
H -4.0466 -2.0434 -0.9655 -0.12 0.02 -0.07
H -4.8692 -0.7363 -1.8600 0.17 -0.15 -0.01
H -0.2636 0.5670 -2.1582 -0.27 0.01 -0.31
H 0.4723 1.5506 -4.3071 -0.23 -0.18 0.07
H -0.9985 1.5101 -6.3179 -0.14 -0.18 0.46
H -3.2528 0.4302 -6.1351 0.12 -0.03 0.14
H -4.0295 -0.4912 -4.0164 0.33 0.25 -0.07
H -3.5060 0.9639 -0.5131 0.46 -0.19 0.18
H -3.3893 -0.6038 0.2451 0.29 0.25 0.02
```
Positions in Å, forces in eV/Å.

**Maximum force**: 0.050 hartree/bohr
**Structure (SMILES)**: C[C@@H](/C=[N+]1/C(C)(C)N=C(SCC#N)C1(C)C)CN(C)c1ccccc1
**DFT total energy**: -37998.57754 eV
**Charge**: +1
**Lowest unoccupied orbital energy**: -4.27 eV

=====

- Among the records above, which one has the lowest maximum force?
  C18H27NO5

=====

- Which of these has the highest maximum force?
  C4H9N4

=====

Please write out number 5 again, unchanged.
Here is CH2N2O3S as an isolated structure in a non-equilibrium geometry from the Open Molecules 2025 dataset. Energies are from wB97M-V/def2-TZVPD.

The geometry in XYZ format:
```
9
Properties=species:S:1:pos:R:3:forces:R:3
C -1.2253 -0.1110 0.0796 0.45 -3.57 -1.89
N -0.8811 1.3023 0.0261 0.52 1.81 0.10
N 0.1918 1.7532 0.0048 0.11 -1.77 0.05
O 1.7582 -0.5554 -1.3569 -0.82 0.12 0.83
O 2.3716 -0.5634 1.0284 -0.84 0.08 -0.18
O -0.1212 -0.9303 0.4734 -0.13 1.40 -0.58
S 1.4145 -0.2172 0.0106 -0.05 0.71 -0.25
H -2.0449 -0.2930 0.8302 0.76 0.43 -1.15
H -1.4637 -0.3853 -1.0961 0.01 0.79 3.06
```
Positions in Å, forces in eV/Å.

**Maximum force**: 0.079 hartree/bohr
**ΔE to the lowest compared entry with this formula, charge and spin**: 59.84 kcal per mole
**DFT total energy**: -21023.82878 eV
**Lowest unoccupied orbital energy (alpha / beta)**: -1.18 / -1.18 eV